{"formula": "C23H38BrF5NO8P2S3", "method": "ωB97M-V with the def2-TZVPD basis set", "species": ["N", "C", "C", "O", "C", "P", "P", "O", "Br", "C", "F", "F", "C", "C", "C", "C", "C", "C", "F", "F", "F", "C", "H", "H", "H", "H", "H", "H", "H", "H", "H", "H", "H", "H", "H", "H", "C", "C", "C", "S", "O", "O", "C", "H", "H", "H", "H", "H", "H", "H", "H", "C", "C", "C", "S", "O", "O", "C", "H", "H", "H", "H", "H", "H", "H", "H", "C", "C", "C", "S", "O", "O", "C", "H", "H", "H", "H", "H", "H", "H", "H"], "coordinates": [[-0.8088, 2.3126, -1.5877], [-2.2984, 2.5191, -1.8741], [-3.0149, 1.0350, -2.1595], [-4.1032, 1.3018, -3.1346], [-3.6032, 0.5410, -0.7090], [-4.2258, -1.2643, -0.6611], [-5.1798, -1.5233, 1.3255], [-4.8026, -3.0831, 2.0046], [-4.2937, 0.0964, 2.6890], [-2.8082, -2.5336, -0.9726], [-3.1542, -3.9268, -0.5482], [-2.6029, -2.5884, -2.4624], [-1.4146, -1.9687, -0.3108], [-1.3877, -1.7286, 1.3135], [-0.1124, -1.1303, 2.1768], [1.2564, -0.7891, 1.3273], [1.2826, -1.0513, -0.3224], [2.7277, -0.6614, -1.0591], [2.8410, 0.8095, -1.1956], [2.7707, -1.4145, -2.3342], [3.7909, -1.1311, -0.1099], [-0.0332, -1.6223, -1.1694], [-0.3221, 3.2415, -1.5936], [-0.4700, 1.7682, -2.4270], [-2.4669, 3.2137, -2.8007], [-2.8359, 3.0070, -0.9454], [-2.1856, 0.3174, -2.5838], [-4.6107, 0.4594, -3.3268], [-2.7609, 0.7242, 0.1103], [-4.5169, 1.2372, -0.4478], [-5.2913, -1.5410, -1.6282], [-4.3480, -2.9746, 2.9100], [-2.3725, -2.0127, 1.9215], [-0.1787, -0.9706, 3.3480], [2.1748, -0.3605, 1.9228], [-0.0134, -1.7869, -2.3475], [0.7996, -6.2540, -5.0610], [-0.3223, -6.7632, -4.1573], [-0.9272, -5.5516, -3.4502], [-0.6719, -4.1585, -4.5392], [0.2370, -3.2324, -3.8970], [-1.9475, -3.7403, -5.0856], [0.2249, -5.0511, -5.7941], [1.1405, -7.0246, -5.7586], [1.6565, -5.9471, -4.4494], [-1.0889, -7.2541, -4.7690], [0.0428, -7.5002, -3.4352], [-1.9977, -5.6824, -3.2727], [-0.4159, -5.3423, -2.5066], [0.9906, -4.4098, -6.2337], [-0.4917, -5.3622, -6.5600], [2.3964, 7.4866, 0.1604], [3.0605, 7.0798, -1.1542], [2.5996, 5.6604, -1.4809], [0.9894, 5.4727, -0.7302], [1.0828, 4.4781, 0.3177], [-0.0176, 5.4107, -1.7707], [0.9350, 7.0856, 0.0255], [2.5029, 8.5578, 0.3548], [2.8598, 6.9431, 0.9924], [2.7422, 7.7636, -1.9505], [4.1517, 7.1358, -1.0906], [2.5183, 5.5020, -2.5592], [3.2667, 4.9124, -1.0436], [0.4140, 7.0324, 0.9829], [0.4038, 7.7567, -0.6560], [2.5519, 0.8331, 7.2161], [3.2161, 0.4263, 5.9016], [2.7551, -0.9931, 5.5749], [1.1449, -1.1808, 6.3256], [1.2383, -2.1754, 7.3735], [0.1379, -1.2428, 5.2850], [1.0905, 0.4321, 7.0813], [2.6584, 1.9043, 7.4105], [3.0154, 0.2896, 8.0482], [2.8977, 1.1100, 5.1053], [4.3073, 0.4823, 5.9652], [2.6739, -1.1515, 4.4965], [3.4222, -1.7412, 6.0121], [0.5695, 0.3789, 8.0387], [0.5593, 1.1032, 6.3997]], "atomic_forces_ev_per_a": [[-1.3, -0.1, -1.4], [-0.3, -0.1, -0.1], [0.4, 1.3, 0.0], [0.7, -1.9, 1.4], [0.5, 1.3, -0.4], [1.8, 0.1, -0.4], [-1.4, -1.6, 2.5], [0.9, 3.1, 0.4], [0.0, -1.1, -0.9], [2.8, -1.3, -1.7], [0.7, 4.2, -1.2], [-0.8, 0.1, 4.0], [3.2, 1.2, 2.5], [2.2, 0.6, -1.3], [0.4, -0.6, -5.0], [-3.9, -1.6, -1.6], [-2.5, -0.3, 1.9], [-1.3, -0.9, 1.2], [0.2, -5.0, -0.1], [0.6, 3.1, 4.0], [-2.9, 1.7, -3.6], [-0.1, 0.7, 3.7], [-0.8, -1.2, -0.1], [-0.1, 1.0, 1.2], [0.0, -1.5, 1.6], [1.1, -0.9, -1.8], [-1.8, 1.1, 0.8], [1.0, 1.4, 0.2], [-1.8, -0.9, -1.7], [1.6, -1.5, -0.5], [0.9, 0.2, 0.9], [-0.8, -0.3, -1.8], [2.5, 0.6, -1.5], [0.2, -0.5, -2.7], [-1.9, -1.0, -1.6], [0.1, 0.3, 2.8], [0.3, -0.1, 0.1], [0.0, -0.4, -0.1], [-0.2, -0.4, 0.5], [-0.5, -0.2, -0.6], [-0.3, 0.2, 0.0], [0.5, 0.3, 0.4], [0.4, -0.2, -0.4], [0.0, 0.2, 0.1], [-0.1, 0.0, -0.1], [0.1, 0.1, 0.1], [-0.1, 0.1, -0.1], [0.2, 0.2, 0.0], [-0.1, 0.1, -0.2], [-0.2, 0.1, 0.1], [0.0, 0.1, 0.1], [0.2, 0.1, 0.2], [0.2, 0.3, -0.1], [0.6, -0.1, -0.4], [0.2, 0.4, 0.2], [-0.3, 0.1, -0.5], [0.0, -0.5, 0.3], [-0.1, 0.5, 0.3], [0.0, -0.2, 0.0], [-0.1, 0.1, -0.1], [0.0, -0.1, 0.1], [-0.2, 0.0, 0.0], [-0.1, -0.1, 0.2], [-0.2, 0.0, 0.0], [0.0, -0.1, -0.2], [0.0, -0.2, 0.1], [0.2, 0.0, 0.2], [0.2, 0.3, -0.1], [0.6, 0.0, -0.4], [0.2, -0.1, 0.6], [-0.3, 0.3, -0.7], [-0.1, -0.3, 0.2], [-0.1, 0.5, 0.2], [0.0, -0.2, 0.0], [-0.1, 0.1, -0.1], [0.0, -0.1, 0.1], [-0.2, 0.0, 0.0], [-0.1, -0.2, 0.2], [-0.2, 0.0, 0.0], [0.0, -0.2, -0.2], [0.0, -0.1, 0.1]], "lowdin_charge": [-0.0159, -0.1971, -0.3360, -0.0906, -0.3152, 0.8917, 0.4609, -0.4241, 0.2980, -0.4018, -0.0390, -0.0721, -0.1020, -0.0246, 0.0069, 0.0475, 0.0005, -0.2282, 0.0185, 0.0208, -0.0066, 0.0971, 0.0240, 0.0786, 0.1351, 0.1301, 0.1469, 0.1004, 0.1073, 0.1218, 0.0661, 0.0856, 0.0399, 0.0679, 0.1053, 0.0914, -0.2212, -0.2156, -0.2292, 0.6706, -0.3442, -0.3292, -0.2294, 0.1219, 0.1233, 0.1222, 0.1202, 0.1066, 0.1090, 0.1133, 0.1142, -0.2229, -0.2163, -0.2227, 0.6656, -0.3240, -0.3395, -0.2326, 0.1214, 0.1225, 0.1222, 0.1203, 0.1090, 0.1097, 0.1118, 0.1131, -0.2209, -0.2174, -0.2204, 0.6862, -0.3042, -0.3653, -0.2327, 0.1215, 0.1256, 0.1178, 0.1210, 0.0921, 0.1132, 0.1137, 0.1102], "charge": 1, "e_tot_ev": -177031.850, "homo_energy_ev": -11.4, "gap_ev": 7.32, "e_lumo_ev": -4.12}